Formula: C9H9N2O2S
Source: the Open Molecules 2025 dataset
Level of theory: ωB97M-V/def2-TZVPD

Values from the calculation:
Kohn-Sham gap (eV): 6.23
Total charge: -1
HOMO (eV): -4.0
Energy relative to the best compared isomer or geometry (same formula, charge and spin) (kcal per mole): 117.3
E (eV): -27385.8628

CARTESIAN COORDINATES (ANGSTROEM)
C (-2.58137, 3.22513, -0.43142)
C (-1.76332, 2.16460, -0.83874)
C (-3.31348, 2.93226, 0.69819)
C (-1.91630, 0.97263, -0.06825)
C (2.41836, -0.39070, 2.05281)
C (-1.14831, -0.18912, -0.21456)
C (1.17464, -0.54410, 0.91164)
C (1.35612, -1.73578, 0.17346)
C (2.75007, -1.96202, -0.57624)
N (-0.66552, -1.10062, -0.90786)
N (0.30634, -1.83824, -0.93287)
O (3.09528, 0.58801, 1.84948)
O (2.55595, -1.29855, 2.83363)
S (-3.08171, 1.28413, 1.29265)
H (-2.53072, 4.11708, -0.95896)
H (-1.09401, 2.19583, -1.55325)
H (-3.99170, 3.53012, 1.34394)
H (0.30052, -0.57604, 1.62586)
H (1.16537, 0.45637, 0.54783)
H (1.10235, -2.59120, 0.76176)
H (3.49371, -1.48010, 0.07627)
H (2.86470, -1.60588, -1.51645)
H (3.01980, -2.99441, -0.58286)

Results of the natural (NBO) charge analysis, in e, for atoms 1 through 2:
1. C -0.283
2. C -0.177